[1]
A molecular structure, C33H40IrN4P2Te at a distorted geometry. Source: the Open Molecules 2025 dataset; level of theory: the ωB97M-V functional and the def2-TZVPD basis.

XYZ file:
```
81
Properties=species:S:1:pos:R:3
Ir -0.2180 -0.7575 0.2633
Te -0.9865 -0.7759 3.0427
P -2.1394 -0.3677 -1.1905
P 1.6245 -1.4587 -1.3222
N -3.6902 -1.0266 -2.3441
N -2.2088 0.9587 -2.4042
N 2.2331 -2.7285 -2.5789
N 3.0529 -0.3319 -1.9710
C -4.5454 -0.2438 -3.1161
C -1.0195 0.2538 6.3028
C -1.8722 0.9685 -3.7523
C 3.1545 -4.6411 -3.2418
C 3.1411 -3.7457 -4.3360
C -0.4582 -0.5703 5.2558
C 1.1973 -1.8063 1.5510
C 0.9579 2.9144 3.0549
C 0.8397 -1.6819 7.0615
C -5.3202 -2.3651 -3.2789
C -2.4546 3.1139 -3.2345
C 2.6084 -3.9994 -2.1622
C 3.2401 0.3634 -3.1582
C 2.5426 -2.5905 -3.9266
C 4.4522 1.0793 -3.1073
C -1.9475 2.2604 -4.2545
C 0.2259 -0.9474 8.0808
C -1.0644 2.7689 0.7877
C 1.2091 1.7643 0.8097
C 0.4174 -0.7610 -2.3816
C 5.0906 0.7268 -1.8637
C -1.3801 2.2033 3.2632
C -0.9730 -1.4035 -2.1241
C -0.6468 0.0628 7.6744
C -1.3419 1.7702 1.9567
C 0.4508 -1.5376 5.7049
C 1.5597 1.9398 2.1485
C 0.2901 2.8200 0.1966
C -0.2263 2.6438 4.0389
C -2.8763 2.2486 -2.1875
C 4.2264 -0.1965 -1.2191
C -5.5266 -1.0360 -3.7585
C -4.1584 -2.3199 -2.4771
H 2.2486 -1.6834 -4.4761
H -6.2462 -0.6259 -4.4456
H 0.6214 3.8122 0.4621
H -3.4876 2.4088 -1.2927
H -3.6802 -3.1338 -1.9766
H 2.5069 0.3064 -3.9498
H -2.4282 4.2739 -3.2303
H -0.4863 3.6554 4.3746
H 0.9107 -2.2375 5.0211
H -1.0595 0.6763 8.5024
H 1.4201 -2.5642 0.7201
H -2.3176 2.2026 3.7585
H -1.7727 2.5910 -0.0482
H 0.3624 2.7178 -0.9204
H 6.0226 1.0939 -1.4763
H -1.3405 -1.8191 -3.0940
H 0.3858 0.3411 -2.2189
H -2.2376 1.1417 1.6873
H 0.0557 2.0134 4.8828
H -1.6305 0.0954 -4.3033
H 3.4642 -5.6856 -3.2455
H 1.5550 -2.4334 7.3727
H 0.4226 -1.1123 9.1610
H 0.8011 -2.4612 2.3399
H 4.3708 -0.7748 -0.3288
H -1.7424 1.0591 6.0343
H 2.3790 -4.2958 -1.1411
H -5.9525 -3.2073 -3.4723
H 0.6688 3.7685 2.4351
H 2.2690 1.1646 2.5414
H 4.8041 1.7738 -3.8499
H -1.7116 2.5422 -5.3125
H -0.9142 -2.2495 -1.3952
H 1.7599 3.1282 3.7652
H 2.0393 -1.2557 1.9631
H 3.4913 -3.9031 -5.3585
H -4.3803 0.7892 -3.2880
H 0.6844 -0.9927 -3.4390
H 2.1011 1.6252 0.1234
H -1.4174 3.6863 1.3155
```

Values from the calculation:
Kohn-Sham gap (spin up / spin down) in Eh: 0.1661 / 0.1232
Energy relative to the best compared isomer or geometry (same formula, charge and spin) in kJ/mol: 583.14
Total charge: +2
Calculated total energy in a.u.: -2554.4079
Multiplicity: 6
Expectation value of S²: 8.81

Mulliken population analysis, charges in e, atoms 1 to 8:
1 Ir 1.740
2 Te 0.510
3 P -0.055
4 P -0.119
5 N 0.176
6 N 0.674
7 N 0.505
8 N 0.512



[2]
2 unconnected molecules or ions with the total composition C3H5NOS at a distorted geometry. Source: the Open Molecules 2025 dataset; level of theory: the ωB97M-V functional and the def2-TZVPD basis.

XYZ file:
```
11
Properties=species:S:1:pos:R:3
S -3.2346 0.1218 -0.1232
O 1.0154 1.5107 -0.0206
N 1.9125 -0.6050 -0.0006
C -1.6234 0.5119 0.0537
C 0.8157 0.3358 -0.0387
C -0.4377 -0.2951 0.5180
H 1.1735 -1.5182 -1.3353
H 2.3503 -0.1329 -1.0457
H -0.1904 -0.1143 1.5870
H -0.6105 -1.3095 0.4032
H -1.1709 1.4948 0.0022
```

Values from the calculation:
Kohn-Sham gap in Eh: 0.2694
Energy relative to the best compared isomer or geometry (same formula, charge and spin) in kJ/mol: 582.37
Calculated total energy in a.u.: -645.2899

Mulliken population analysis, charges in e, atoms 1 to 8:
1 S -0.208
2 O -0.503
3 N -0.570
4 C -0.338
5 C 0.214
6 C -0.149
7 H 0.227
8 H 0.352



[3]
A molecular structure, C2H6O2Pr at a distorted geometry. Source: the Open Molecules 2025 dataset; level of theory: the ωB97M-V functional and the def2-TZVPD basis.

XYZ file:
```
11
Properties=species:S:1:pos:R:3
Pr 1.8110 0.3750 -0.6846
O -0.0197 -0.8679 0.4702
O -0.9145 0.2143 0.2328
C -3.2878 0.3513 0.1163
C -2.0676 -0.1934 -0.5786
H -3.5028 -0.1997 1.0400
H -2.0611 -1.2883 -0.6235
H -1.9176 0.2393 -1.5736
H -3.1731 1.4199 0.3367
H -0.8075 -0.5560 1.3371
H -4.1353 0.2260 -0.5697
```

Values from the calculation:
Kohn-Sham gap (spin up / spin down) in Eh: 0.1686 / 0.3104
Total charge: +3
Calculated total energy in a.u.: -745.7700
Multiplicity: 3
Expectation value of S²: 2.31

Mulliken population analysis, charges in e, atoms 1 to 8:
1 Pr 2.394
2 O -0.409
3 O -0.206
4 C -1.077
5 C -0.136
6 H 0.391
7 H 0.348
8 H 0.358